{"formula": "C20H34Br12N2O2S", "method": "ωB97M-V/def2-TZVPD", "charge": 0, "mol_weight_g_mol": 1325.42, "gap_ev": 9.391, "e_tot_ev": -879708.631, "e_homo_ev": -9.36, "lumo_ev": 0.034, "max_force_ha_per_bohr": 0.1368, "symbols": ["N", "C", "C", "S", "C", "C", "N", "C", "C", "C", "C", "O", "O", "H", "H", "H", "H", "H", "H", "H", "H", "H", "H", "Br", "C", "C", "Br", "H", "H", "H", "H", "Br", "C", "C", "Br", "H", "H", "H", "H", "Br", "C", "C", "Br", "H", "H", "H", "H", "Br", "C", "C", "Br", "H", "H", "H", "H", "Br", "C", "C", "Br", "H", "H", "H", "H", "Br", "C", "C", "Br", "H", "H", "H", "H"], "xyz": [[1.7342, -1.2393, -1.3257], [1.5733, -0.2729, -0.6012], [0.9598, 0.9318, 0.2852], [2.3760, 1.6086, 1.3625], [0.4043, 2.1770, -0.5767], [1.6605, 3.0707, -1.0599], [2.6520, 3.6319, -1.4886], [-0.4910, 1.7799, -1.8551], [-2.0785, 2.0384, -1.6845], [-2.7012, 1.5592, -0.2785], [-3.8108, 0.4012, -0.3694], [-4.4289, 0.0112, -1.4171], [-4.1959, -0.2458, 0.8796], [0.2074, 0.5132, 1.0592], [3.5241, 0.9368, 0.8977], [-0.2237, 2.8351, 0.1398], [-0.1442, 2.4687, -2.7256], [-0.3574, 0.7002, -2.2313], [-2.5953, 1.4299, -2.5314], [-2.3396, 3.1449, -1.9264], [-1.9302, 1.2409, 0.5095], [-3.2444, 2.4860, 0.1694], [-3.4400, -0.0733, 1.4994], [5.3017, -2.9490, 0.1134], [4.8719, -3.4457, -1.7216], [4.3721, -4.8669, -1.8011], [5.8396, -6.1431, -1.6562], [5.7675, -3.2689, -2.3169], [4.0923, -2.7459, -2.0298], [3.9216, -5.0616, -2.7757], [3.6553, -5.1168, -1.0183], [-1.4066, -0.9967, -4.3858], [-2.4960, -2.6047, -4.2752], [-3.3777, -2.5711, -3.0534], [-2.3609, -2.9807, -1.4385], [-1.8158, -3.4569, -4.2949], [-3.0964, -2.6053, -5.1868], [-4.1441, -3.3461, -3.1093], [-3.8566, -1.6047, -2.8928], [4.0125, 0.3453, -1.1939], [5.9286, 0.6883, -1.3064], [6.3686, 0.8781, -2.7377], [6.4837, -0.8259, -3.6785], [6.4297, -0.1411, -0.8053], [6.0875, 1.6025, -0.7330], [7.3775, 1.2922, -2.7777], [5.6966, 1.5141, -3.3149], [-8.8754, -1.1297, 3.0202], [-8.7784, -1.7404, 1.1709], [-7.6110, -1.1146, 0.4484], [-7.9896, 0.7341, -0.0398], [-9.7414, -1.5165, 0.7109], [-8.6547, -2.8231, 1.2356], [-7.4256, -1.6256, -0.4978], [-6.6930, -1.1060, 1.0367], [8.0398, 2.0605, 1.3951], [7.4033, 2.2125, 3.2300], [5.9085, 2.0096, 3.3185], [4.9391, 3.5919, 2.7157], [7.7282, 3.1863, 3.5977], [7.9300, 1.4283, 3.7770], [5.6035, 1.8689, 4.3568], [5.5483, 1.1705, 2.7220], [-5.2838, 2.9090, 3.8401], [-4.9708, 1.1675, 4.6488], [-3.6930, 1.1667, 5.4385], [-2.1392, 1.0597, 4.2636], [-4.9813, 0.4322, 3.8432], [-5.8296, 0.9965, 5.3004], [-3.6309, 0.2806, 6.0725], [-3.5664, 2.0573, 6.0546]], "forces_ev_per_a": [[-1.15, 5.27, 4.23], [-2.27, -3.37, -2.44], [1.82, -0.85, -0.29], [-0.22, -0.55, 0.43], [0.60, 0.49, -0.51], [3.39, 1.27, -1.60], [-5.88, -3.04, 2.39], [-0.50, 0.65, -0.91], [-0.14, -0.55, -0.80], [-0.84, 0.53, 0.25], [-2.56, -2.04, -2.43], [3.07, 2.19, 4.84], [2.26, 1.87, -2.03], [1.11, 0.52, -1.75], [-1.61, 0.58, 0.29], [1.19, -1.02, -1.11], [-0.60, -1.29, 1.46], [0.15, 1.57, 0.98], [0.84, 0.99, 1.52], [0.51, -1.88, 0.82], [-0.98, 0.42, -1.23], [0.74, -1.77, -0.50], [-1.02, -0.12, -0.42], [0.12, -0.05, -0.04], [-0.24, 0.13, 0.04], [0.06, -0.11, -0.15], [-0.07, 0.00, 0.07], [-0.15, -0.13, 0.14], [0.04, -0.08, 0.05], [0.06, 0.11, 0.09], [0.14, 0.12, -0.10], [0.11, -0.04, -0.04], [-0.07, 0.08, -0.16], [-0.12, -0.21, 0.12], [-0.05, 0.16, -0.06], [-0.11, 0.15, 0.08], [0.00, 0.01, 0.15], [0.12, 0.05, -0.05], [0.14, -0.14, -0.02], [1.95, -0.34, -1.18], [-0.13, 0.49, 0.13], [0.19, -0.02, 0.00], [-0.04, 0.12, -0.08], [-0.09, 0.07, -0.14], [0.09, -0.04, -0.14], [-0.11, -0.05, 0.06], [0.05, -0.12, 0.16], [-0.06, 0.02, -0.06], [0.06, -0.17, 0.14], [-0.01, 0.09, -0.23], [0.08, -0.06, 0.10], [0.20, 0.04, 0.05], [0.04, 0.13, -0.04], [-0.03, 0.02, 0.12], [-0.17, -0.02, -0.08], [0.03, 0.10, 0.10], [0.10, -0.23, -0.03], [-0.11, 0.24, 0.17], [0.10, -0.14, -0.05], [-0.16, -0.14, -0.07], [-0.12, 0.07, -0.05], [0.09, -0.01, -0.10], [0.17, 0.10, 0.07], [0.01, -0.08, -0.11], [-0.34, 0.18, -0.03], [0.17, -0.27, 0.14], [0.03, 0.06, -0.02], [0.04, 0.10, 0.15], [0.15, -0.01, -0.03], [-0.03, 0.07, -0.10], [-0.05, -0.10, -0.18]]}